1.
{"formula": "C3H9N2O", "method": "ωB97M-V/def2-TZVPD", "e_above_lowest_ev": 7.008, "mol_weight_g_mol": 89.1, "homo_lumo_gap_ev": [9.65, 7.80], "e_lumo_ev": [-4.39, -5.48], "charge": 1, "spin_multiplicity": 1, "max_force_ev_per_a": 2.4, "symbols": ["C", "C", "C", "N", "N", "O", "H", "H", "H", "H", "H", "H", "H", "H", "H"], "coordinates": [[-0.29819, 0.72476, 0.74207], [-1.04629, 1.56672, -0.16461], [0.18181, -1.56756, -1.22071], [0.01100, -1.69111, 0.22856], [-0.03074, 0.76187, 1.97325], [1.20540, -1.75511, 0.84419], [-1.55320, 2.44994, 0.12334], [-1.86366, 0.96936, -0.61342], [-0.70326, 1.69238, -1.20856], [1.19073, -1.30682, -1.43668], [0.05363, -2.51799, -1.62921], [-0.54999, -0.93780, -1.67960], [-0.02126, 1.64102, 2.45596], [0.14362, -0.07575, 2.57051], [2.00371, -2.11919, 0.41465]], "atomic_forces_ev_per_a": [[-1.039, -1.693, -0.979], [-0.355, -0.889, -2.225], [0.304, -0.077, 1.186], [0.571, 1.862, -0.461], [0.247, -0.409, 0.718], [-0.188, -0.417, 1.587], [0.024, 1.143, 0.981], [-0.207, -0.639, 1.064], [1.262, 0.335, 0.706], [0.754, 0.742, -0.410], [-0.439, -1.900, -0.758], [-0.390, 0.545, -0.031], [-0.265, 0.624, 0.601], [0.314, 0.597, -1.047], [-0.592, 0.176, -0.932]], "mulliken_charge": [0.571, -1.126, -0.861, -0.079, -0.226, -0.338, 0.362, 0.349, 0.391, 0.402, 0.348, 0.292, 0.272, 0.294, 0.349]}


2.
{"formula": "CN2O2S2", "method": "ωB97M-V/def2-TZVPD", "e_above_lowest_ev": 3.988, "mol_weight_g_mol": 136.2, "homo_lumo_gap_ev": [4.89, 4.88], "e_lumo_ev": [-4.57, -4.57], "charge": 0, "spin_multiplicity": 1, "max_force_ev_per_a": 3.3, "symbols": ["C", "N", "N", "O", "O", "S", "S"], "coordinates": [[-2.50685, 0.25403, -0.00682], [-1.35346, 0.07916, -0.17286], [1.98326, -0.19232, 0.19189], [3.14549, 0.07276, 0.32396], [1.34082, -1.19253, 0.06965], [-4.12172, 0.12706, 0.02602], [0.95718, 1.24080, -0.25473]], "atomic_forces_ev_per_a": [[-2.293, 0.416, -0.129], [3.323, -0.102, -0.222], [-1.750, 1.330, -1.804], [-0.235, -0.687, 0.452], [1.251, -0.909, 0.890], [1.223, 0.301, 0.178], [-1.519, -0.349, 0.636]], "mulliken_charge": [0.328, -0.331, 0.949, -0.502, -0.457, -0.211, 0.224]}


3.
{"formula": "C5H26N2O6", "method": "ωB97M-V/def2-TZVPD", "smiles": "CNC[C@H](C)NC.O.O.O.O.O.O", "e_above_lowest_ev": 2.973, "mol_weight_g_mol": 210.3, "homo_lumo_gap_ev": 9.86, "e_lumo_ev": 0.14, "charge": 0, "spin_multiplicity": 1, "max_force_ev_per_a": 5.2, "symbols": ["C", "N", "C", "C", "C", "N", "C", "H", "H", "H", "H", "H", "H", "H", "H", "H", "H", "H", "H", "H", "H", "O", "H", "H", "O", "H", "H", "O", "H", "H", "O", "H", "H", "O", "H", "H", "O", "H", "H"], "coordinates": [[-1.24976, 1.02274, 0.92741], [-2.19095, -0.00969, 0.43812], [-1.58007, -1.33320, 0.63962], [-0.22249, -1.68636, 0.02513], [0.89579, -1.92605, 1.07980], [0.16769, -0.72741, -1.03144], [1.13406, -1.33124, -1.98879], [-0.63434, 1.35571, 0.11069], [-0.55207, 0.72738, 1.73043], [-1.86435, 1.87505, 1.21463], [-2.32456, 0.11574, -0.55020], [-1.65292, -1.80921, 1.58723], [-2.34645, -2.06858, 0.08417], [-0.28625, -2.59098, -0.58041], [1.40467, -0.98607, 1.14616], [1.50246, -2.79646, 0.87719], [0.42877, -2.28325, 1.98282], [0.55635, 0.15766, -0.69403], [2.11557, -1.60842, -1.66401], [0.63177, -2.10374, -2.54475], [1.20955, -0.57298, -2.73802], [-1.83641, -0.65419, -3.00824], [-2.76162, -0.64104, -2.77858], [-1.25142, -0.62053, -2.24962], [-0.26814, 1.66762, -3.98396], [-0.52380, 1.11943, -3.17842], [-0.57397, 1.22742, -4.77838], [4.37772, 0.82020, 2.15186], [3.97118, 1.16596, 2.93295], [3.77024, 0.28075, 1.64145], [1.58567, 1.42565, 2.66759], [1.02768, 1.52078, 3.41072], [1.56735, 1.67321, 1.75916], [-4.48595, 1.35333, 1.69119], [-4.11535, 0.68544, 1.08380], [-3.73424, 1.31944, 2.32236], [2.36570, 1.98187, -0.02280], [3.20266, 1.61640, -0.38744], [2.54023, 2.63761, 0.67465]], "atomic_forces_ev_per_a": [[-0.729, 0.622, -0.281], [1.673, -0.975, 1.746], [-3.022, -2.591, -3.337], [1.301, 0.324, -0.480], [-1.420, -0.534, -0.711], [0.707, -0.523, -0.120], [-1.546, 1.344, -0.358], [0.409, 0.429, -0.287], [-0.808, -0.281, -0.229], [0.306, 0.215, 0.345], [0.051, 0.097, -0.244], [-0.027, 0.718, 1.487], [1.405, 1.478, 0.823], [-0.547, -0.275, 0.387], [0.745, 0.228, 0.741], [0.741, 0.219, -0.749], [-0.198, 0.630, 0.797], [-0.077, -0.548, 0.154], [0.468, -0.320, 0.643], [-0.079, -0.811, 0.181], [0.685, 0.619, -0.665], [-0.183, -0.036, -1.473], [-0.167, 0.000, 0.400], [0.295, -0.148, 1.164], [0.152, -0.286, 1.779], [0.128, 0.826, -2.156], [-0.267, -0.429, 0.287], [1.410, -0.126, -1.017], [-0.941, -0.036, 0.375], [-0.398, 0.112, 0.594], [2.798, -1.556, 0.840], [-1.516, 0.856, -0.103], [-1.399, 0.493, -0.579], [1.199, -0.531, 0.434], [-0.333, 0.157, -0.168], [-0.908, 0.401, -0.146], [-0.031, -0.302, -0.109], [-0.653, 0.768, 0.794], [0.777, -0.232, -0.758]], "mulliken_charge": [-1.018, -0.301, -1.259, 0.305, -1.336, 0.547, -1.219, 0.297, 0.323, 0.417, 0.218, 0.422, 0.262, 0.496, 0.195, 0.388, 0.415, -0.134, 0.343, 0.414, 0.398, -0.696, 0.305, 0.272, -0.678, 0.304, 0.320, -0.636, 0.310, 0.304, -0.576, 0.260, 0.274, -0.678, 0.438, 0.299, -0.619, 0.283, 0.342]}


4.
{"formula": "C5H11N2", "method": "ωB97M-V/def2-TZVPD", "smiles": "C=[NH+]N(C)C(=C)C", "e_above_lowest_ev": 4.051, "mol_weight_g_mol": 99.2, "homo_lumo_gap_ev": 9.30, "e_lumo_ev": -4.34, "charge": 1, "spin_multiplicity": 1, "max_force_ev_per_a": 3.9, "symbols": ["C", "N", "N", "C", "C", "C", "C", "H", "H", "H", "H", "H", "H", "H", "H", "H", "H", "H"], "coordinates": [[1.71474, -0.85142, 0.89016], [0.66323, -1.38355, 0.51951], [-0.23160, -0.83867, -0.34285], [-1.62243, -1.10436, 0.10285], [0.07610, 0.59346, -0.73193], [1.28651, 0.85688, -1.11476], [-0.87938, 1.70646, -0.26346], [2.25471, -1.23746, 1.70456], [1.93861, 0.19010, 0.59075], [0.45997, -2.38162, 0.98572], [-2.38035, -0.90680, -0.71696], [-1.68186, -2.10439, 0.45889], [-1.73252, -0.38914, 0.89568], [1.63023, 1.89069, -1.16546], [1.93322, 0.03069, -1.39021], [-1.16951, 1.67681, 0.70102], [-1.84508, 1.50369, -0.67394], [-0.41458, 2.74862, -0.44957]], "atomic_forces_ev_per_a": [[2.357, 2.724, 1.504], [-1.890, -3.171, 1.215], [-0.931, 1.065, -1.993], [0.163, 1.366, -1.258], [-1.812, -0.545, 2.626], [1.244, 0.438, -1.598], [1.754, 0.323, -3.154], [0.743, -1.110, 0.541], [0.017, -1.130, 0.239], [-0.056, 2.708, -1.778], [1.198, -0.371, 0.919], [-0.266, -0.830, 0.190], [-0.976, 0.007, 0.701], [-0.021, -0.399, -0.373], [0.244, 0.421, -0.207], [-0.049, -0.305, 3.844], [-0.632, 0.672, -1.277], [-1.085, -1.864, -0.143]], "mulliken_charge": [-0.360, -0.066, 0.018, -0.910, 0.808, -1.308, -1.497, 0.334, 0.466, 0.388, 0.312, 0.343, 0.416, 0.303, 0.557, 0.477, 0.411, 0.308]}


5.
{"formula": "C3HFO3", "method": "ωB97M-V/def2-TZVPD", "smiles": "O=c1occ(F)o1", "e_above_lowest_ev": 1.105, "mol_weight_g_mol": 104.0, "homo_lumo_gap_ev": 10.81, "e_lumo_ev": 0.57, "charge": 0, "spin_multiplicity": 1, "max_force_ev_per_a": 4.0, "symbols": ["O", "C", "O", "C", "C", "F", "O", "H"], "coordinates": [[2.35829, -0.86286, 0.09041], [1.18488, -0.53432, -0.02170], [0.98009, 0.82305, -0.07839], [-0.43897, 0.89496, 0.13024], [-1.01038, -0.26075, 0.08897], [-2.31854, -0.68996, 0.00700], [-0.04829, -1.21300, -0.06748], [-0.70709, 1.84289, -0.14903]], "atomic_forces_ev_per_a": [[-3.661, -1.297, -0.471], [3.855, 1.136, 0.169], [-3.243, -2.178, 0.872], [1.854, 2.158, -1.033], [-1.854, -2.155, -0.663], [2.967, 0.950, 0.349], [1.608, -0.667, 0.527], [-1.527, 2.054, 0.251]], "mulliken_charge": [-0.498, 0.674, -0.273, -0.296, 0.495, -0.219, -0.249, 0.367]}


6.
{"formula": "C16H22N4O2", "method": "ωB97M-V/def2-TZVPD", "smiles": "Cc1nc2ccccc2n1CC(=O)NCCN1CCOCC1", "e_above_lowest_ev": 0.279, "mol_weight_g_mol": 302.4, "homo_lumo_gap_ev": 9.35, "e_lumo_ev": 0.66, "charge": 0, "spin_multiplicity": 1, "max_force_ev_per_a": 0.8, "symbols": ["C", "C", "N", "C", "C", "C", "C", "C", "C", "N", "C", "C", "O", "N", "C", "C", "N", "C", "C", "O", "C", "C", "H", "H", "H", "H", "H", "H", "H", "H", "H", "H", "H", "H", "H", "H", "H", "H", "H", "H", "H", "H", "H", "H"], "coordinates": [[-4.63311, -1.33932, -1.69661], [-3.89674, -0.30096, -0.93519], [-3.89724, 0.96432, -1.23265], [-3.10198, 1.57809, -0.29686], [-2.74044, 2.91168, -0.14702], [-1.89370, 3.23047, 0.89420], [-1.41291, 2.26046, 1.77608], [-1.76186, 0.93059, 1.64855], [-2.60930, 0.60608, 0.60242], [-3.13512, -0.59319, 0.17195], [-2.82633, -1.86939, 0.74666], [-1.31845, -2.17445, 0.72402], [-0.79845, -2.86589, 1.57003], [-0.66368, -1.64527, -0.32974], [0.77795, -1.62785, -0.41113], [1.32621, -0.25428, -0.00126], [2.71734, -0.10330, -0.37838], [3.61531, -0.87388, 0.46871], [5.04480, -0.72727, -0.05283], [5.45117, 0.62006, -0.07811], [4.57645, 1.37917, -0.87716], [3.13719, 1.28948, -0.37019], [-5.35406, -1.84751, -1.05694], [-3.94941, -2.08144, -2.10931], [-5.16277, -0.85478, -2.51083], [-3.11363, 3.65973, -0.82743], [-1.59167, 4.25748, 1.03681], [-0.75323, 2.55947, 2.57694], [-1.39152, 0.17936, 2.33010], [-3.15037, -1.91032, 1.79261], [-3.34739, -2.65756, 0.19804], [-1.15353, -1.01053, -0.94262], [1.08965, -1.84849, -1.43490], [1.13621, -2.41243, 0.25665], [1.16656, -0.10411, 1.08044], [0.75378, 0.51493, -0.53049], [3.32938, -1.92511, 0.43600], [3.57229, -0.52509, 1.51560], [5.74771, -1.24791, 0.59945], [5.10038, -1.15194, -1.06662], [4.93625, 2.40856, -0.83582], [4.61231, 1.01829, -1.91618], [2.48305, 1.86191, -1.03122], [3.08291, 1.72211, 0.64423]], "atomic_forces_ev_per_a": [[-0.003, -0.050, 0.031], [-0.054, 0.060, -0.118], [-0.390, 0.018, -0.519], [0.384, -0.442, 0.582], [-0.032, -0.125, -0.018], [0.031, 0.188, -0.011], [0.066, -0.026, 0.104], [0.004, -0.161, 0.079], [-0.125, 0.693, -0.183], [-0.106, 0.173, -0.122], [0.127, -0.286, 0.358], [-0.380, 0.097, -0.340], [0.042, -0.172, 0.370], [0.040, 0.151, -0.274], [0.253, 0.067, 0.117], [-0.032, -0.197, -0.158], [-0.039, 0.060, 0.049], [0.305, 0.032, -0.182], [-0.182, -0.317, 0.154], [0.106, 0.051, 0.137], [-0.333, 0.261, -0.051], [0.324, -0.005, -0.146], [-0.046, -0.092, -0.017], [-0.021, -0.090, -0.036], [0.003, 0.004, -0.009], [-0.045, 0.097, -0.088], [0.019, 0.086, 0.009], [0.053, 0.013, 0.070], [0.078, -0.057, 0.111], [0.086, -0.056, -0.157], [0.038, 0.088, 0.068], [-0.077, -0.052, 0.166], [0.039, -0.010, 0.086], [0.019, 0.027, -0.151], [-0.035, 0.048, -0.051], [-0.007, -0.012, 0.079], [0.036, -0.040, 0.067], [-0.022, -0.047, -0.017], [-0.061, -0.036, -0.066], [0.011, -0.007, 0.088], [-0.055, -0.043, -0.063], [-0.006, 0.065, 0.058], [0.005, 0.030, 0.032], [-0.019, 0.015, -0.040]], "mulliken_charge": [-1.535, 1.044, -0.825, 0.469, -0.548, -0.508, -0.624, -0.661, 0.472, 0.000, -0.740, 0.549, -0.669, -0.027, -1.214, -0.458, 0.023, -0.376, -0.735, -0.382, -0.655, -0.519, 0.307, 0.360, 0.377, 0.454, 0.399, 0.426, 0.445, 0.269, 0.406, 0.243, 0.225, 0.518, 0.287, 0.416, 0.354, 0.285, 0.368, 0.365, 0.360, 0.355, 0.390, 0.310]}